1.
Computed, not measured: a cluster of 6 separate species, C10H35N12O5 in total, with ωB97M-V/def2-TZVPD.

Structure (XYZ):
```
62
Properties=species:S:1:pos:R:3
N -4.245 1.288 -2.623
C -3.383 0.197 -2.185
C -3.788 -0.533 -0.906
C -3.897 0.377 0.322
C -2.473 0.524 0.877
C -1.700 1.690 0.305
N -0.241 1.491 0.672
H -3.973 2.202 -2.291
H -5.207 1.149 -2.339
H -3.355 -0.551 -2.981
H -2.361 0.567 -2.107
H -4.713 -1.082 -1.100
H -3.016 -1.271 -0.680
H -4.333 1.343 0.051
H -4.536 -0.039 1.099
H -2.475 0.592 1.971
H -1.933 -0.378 0.587
H -1.723 1.706 -0.782
H -2.029 2.657 0.683
H 0.163 0.762 0.071
H -0.124 1.237 1.653
H 0.273 2.354 0.500
C 0.507 -0.832 -2.338
O -0.315 -0.616 -1.431
N 0.185 -1.520 -3.438
N 1.797 -0.374 -2.252
H 0.852 -1.699 -4.165
H -0.760 -1.871 -3.550
H 2.065 0.162 -1.449
H 2.479 -0.528 -2.973
C -2.911 -2.341 -5.719
O -2.437 -2.054 -4.622
N -2.153 -2.828 -6.740
N -4.234 -2.186 -5.981
H -2.533 -3.068 -7.636
H -1.175 -2.970 -6.579
H -4.812 -1.821 -5.247
H -4.651 -2.410 -6.865
C 3.357 3.106 3.109
O 4.207 3.557 3.837
N 2.562 3.917 2.323
N 3.117 1.755 3.001
H 1.855 3.578 1.704
H 2.726 4.906 2.372
H 3.691 1.148 3.556
H 2.428 1.341 2.406
C 1.839 -1.056 2.113
O 2.029 -0.859 3.299
N 2.819 -1.423 1.239
N 0.587 -0.909 1.556
H 2.639 -1.638 0.274
H 3.746 -1.556 1.602
H -0.166 -0.727 2.195
H 0.369 -1.085 0.582
C 5.283 -0.348 6.014
O 6.070 -0.198 6.920
N 4.429 0.645 5.595
N 5.156 -1.527 5.320
H 3.777 0.495 4.847
H 4.443 1.510 6.105
H 5.745 -2.288 5.599
H 4.453 -1.667 4.618
```

Properties
**Maximum force**: 0.0283 hartree/bohr
**Charge**: +1
**LUMO**: -3.2368 eV
**ΔE to the lowest compared entry with this formula, charge and spin**: 41.1 kJ/mol

In elementary charge units, the Löwdin charges are: 0.01, -0.29, -0.19, -0.17, -0.20, -0.13, 0.17, 0.06, 0.07, 0.08, 0.07, 0.12, 0.10, 0.11, 0.12, 0.13, 0.08, 0.11, 0.14, 0.09, 0.14, 0.15, -0.62, -0.03, 0.21, 0.17, 0.11, 0.08, 0.09, 0.11, -0.65, -0.01, 0.16, 0.17, 0.10, 0.10, 0.11, 0.10, -0.66, 0.07, 0.14, 0.15, 0.05, 0.11, 0.05, 0.05, -0.67, 0.04, 0.18, 0.14, 0.09, 0.12, 0.10, 0.07, -0.67, 0.05, 0.16, 0.15, 0.04, 0.11, 0.10, 0.07

2.
Computed, not measured: a cluster of 8 separate species, C10H35NO8 in total, with ωB97M-V/def2-TZVPD.

Structure (XYZ):
```
54
Properties=species:S:1:pos:R:3
C 12.605 -18.866 -22.589
C 13.619 -20.043 -22.686
C 14.892 -19.668 -23.400
C 14.038 -20.339 -21.252
C 13.213 -21.385 -20.558
C 12.952 -22.687 -21.335
C 12.412 -22.378 -22.802
C 12.645 -23.740 -23.464
C 10.908 -22.264 -22.657
N 13.046 -21.181 -23.419
O 12.782 -21.083 -24.825
H 12.224 -18.481 -23.535
H 11.816 -18.971 -21.844
H 12.999 -17.995 -22.067
H 15.299 -18.763 -22.948
H 15.655 -20.423 -23.214
H 14.708 -19.495 -24.460
H 15.086 -20.639 -21.216
H 13.976 -19.453 -20.621
H 13.757 -21.694 -19.665
H 12.273 -20.916 -20.269
H 12.253 -23.292 -20.758
H 13.891 -23.226 -21.461
H 13.608 -23.720 -23.974
H 11.977 -23.945 -24.301
H 12.550 -24.605 -22.807
H 10.591 -22.034 -21.640
H 10.300 -23.131 -22.915
H 10.550 -21.444 -23.279
H 11.871 -20.795 -24.922
C 11.274 -15.723 -28.745
O 10.462 -15.719 -27.533
H 11.012 -15.025 -29.541
H 12.306 -15.571 -28.430
H 11.156 -16.763 -29.048
H 11.071 -15.915 -26.817
O 7.792 -19.598 -27.327
H 7.972 -20.473 -26.982
H 7.500 -19.096 -26.566
O 8.819 -21.868 -25.777
H 8.093 -22.475 -25.919
H 9.604 -22.413 -25.839
O 11.395 -21.807 -27.371
H 12.346 -21.754 -27.281
H 11.069 -21.016 -26.942
O 7.502 -17.838 -25.149
H 7.609 -17.128 -25.781
H 6.790 -17.547 -24.579
O 12.098 -16.887 -25.425
H 11.837 -16.318 -24.701
H 12.954 -16.556 -25.695
O 10.759 -19.269 -25.665
H 11.177 -18.415 -25.554
H 9.839 -19.115 -25.449
```

Properties
**Maximum force**: 0.0529 hartree/bohr
**Charge**: 0
**SMILES**: CC1(C)CCCC(C)(C)N1O.CO.O.O.O.O.O.O
**LUMO**: -0.0321 eV
**ΔE to the lowest compared entry with this formula, charge and spin**: 0.0 kJ/mol

In elementary charge units, the Löwdin charges are: -0.03, -0.50, -0.04, -0.16, -0.19, -0.13, -0.47, -0.06, -0.04, -0.07, -0.01, 0.04, 0.08, 0.07, 0.09, 0.09, 0.08, 0.11, 0.12, 0.11, 0.11, 0.12, 0.11, 0.09, 0.07, 0.09, 0.07, 0.08, 0.07, 0.03, -0.12, -0.15, 0.08, 0.07, 0.08, 0.00, -0.06, -0.01, -0.03, -0.04, 0.05, 0.03, -0.05, 0.03, -0.01, -0.03, 0.06, 0.05, -0.03, 0.08, 0.08, -0.03, -0.01, 0.03

3.
Computed, not measured: a cluster of 6 separate species, C10H36N5O7 in total, with ωB97M-V/def2-TZVPD.

Structure (XYZ):
```
58
Properties=species:S:1:pos:R:3
N 4.050 26.404 -5.809
H 4.926 26.902 -5.886
H 3.449 26.747 -6.544
H 3.620 26.624 -4.922
H 4.178 25.402 -5.797
N 10.835 17.842 -1.299
H 10.490 16.991 -0.878
H 10.840 18.586 -0.616
H 10.178 18.192 -1.981
H 11.666 17.657 -1.842
N 5.838 20.078 -5.299
O 5.116 19.296 -5.992
O 5.440 21.204 -5.251
O 6.816 19.742 -4.592
C 1.330 14.089 -7.589
C 1.353 13.545 -6.143
O 2.358 12.644 -5.879
O 2.630 14.498 -8.083
H 0.456 14.702 -7.807
H 1.075 13.198 -8.162
H 0.381 13.084 -5.963
H 1.467 14.343 -5.410
H 3.203 13.020 -6.137
H 2.916 15.362 -7.775
C -2.655 21.837 -4.662
C -3.507 22.977 -5.158
C -4.687 23.373 -4.106
O -5.420 24.429 -4.704
C -6.313 25.233 -3.975
N -2.689 24.214 -5.259
H -2.283 22.068 -3.663
H -1.683 21.883 -5.152
H -3.205 20.898 -4.724
H -3.925 22.782 -6.146
H -4.293 23.770 -3.170
H -5.332 22.545 -3.812
H -6.905 24.455 -3.492
H -6.930 25.986 -4.465
H -5.827 25.745 -3.144
H -3.390 24.912 -5.058
H -2.118 24.051 -4.442
C 9.574 14.151 -8.546
C 8.905 12.992 -7.731
C 9.241 11.555 -8.073
O 9.345 11.436 -9.494
C 8.113 11.397 -10.191
N 9.173 13.344 -6.382
H 10.368 13.697 -9.140
H 9.810 15.084 -8.033
H 8.864 14.400 -9.333
H 7.818 13.039 -7.802
H 8.483 10.993 -7.528
H 10.249 11.430 -7.677
H 7.632 12.371 -10.280
H 7.413 10.586 -9.987
H 8.367 11.177 -11.228
H 8.299 13.704 -6.025
H 9.488 12.530 -5.874
```

Properties
**Maximum force**: 0.0863 hartree/bohr
**Charge**: +1
**LUMO**: -3.8096 eV
**ΔE to the lowest compared entry with this formula, charge and spin**: 561.8 kJ/mol

In elementary charge units, the Löwdin charges are: 0.36, 0.16, 0.16, 0.16, 0.17, 0.35, 0.16, 0.16, 0.16, 0.16, -0.68, -0.11, -0.09, -0.12, -0.22, -0.29, -0.05, -0.07, 0.11, 0.11, 0.12, 0.11, 0.08, 0.09, -0.08, -0.40, -0.17, -0.24, -0.10, 0.03, 0.07, 0.08, 0.09, 0.13, 0.12, 0.12, 0.08, 0.09, 0.08, 0.05, 0.05, -0.04, -0.48, -0.19, -0.18, -0.11, 0.01, 0.07, 0.07, 0.06, 0.12, 0.13, 0.13, 0.08, 0.09, 0.09, 0.08, 0.06